[1]
Molecular formula: C39H50AsCuGeN3O2Si3
Method: DFT, ωB97M-V/def2-TZVPD

Geometry as XYZ:
```
100
Properties=species:S:1:pos:R:3:forces:R:3
Cu -0.5124 0.9520 -0.1964 -0.1 0.3 0.0
O 2.1449 -1.8126 0.3145 0.0 0.0 0.0
C 1.5327 -0.9949 -0.3306 -0.1 0.1 0.0
N 0.1414 -1.1078 -0.6012 0.1 -0.4 0.0
C -0.4156 -1.9615 0.4096 0.0 0.1 -0.1
O -0.6623 -3.1224 0.2404 -0.1 0.0 0.0
C -0.7408 -1.2795 1.7126 0.0 0.0 0.0
C -1.1099 -2.0522 2.7991 0.0 0.0 0.0
C -1.4692 -1.4100 3.9745 0.0 0.0 0.0
C -1.4521 -0.0263 4.0086 0.0 0.0 0.0
C -1.0710 0.6684 2.8705 0.0 0.0 0.0
N -0.7138 0.0597 1.7411 0.0 -0.1 0.0
C 2.2129 0.2685 -0.7788 0.0 0.0 0.0
C 3.5804 0.2906 -0.9931 0.0 0.0 0.0
C 4.1766 1.5020 -1.3001 0.0 0.0 0.0
C 3.3905 2.6435 -1.3439 0.0 0.0 0.0
C 2.0368 2.5314 -1.0775 0.0 0.0 0.0
N 1.4544 1.3636 -0.8093 0.0 0.0 0.1
H -1.1109 -3.1286 2.7042 0.0 0.0 0.0
H -1.7621 -1.9811 4.8452 0.0 0.0 0.0
H -1.7340 0.5181 4.8989 0.0 0.0 0.0
H -1.0598 1.7509 2.8627 0.0 0.0 0.0
H 4.1480 -0.6230 -0.8975 0.0 0.0 0.0
H 5.2407 1.5583 -1.4869 0.0 0.0 0.0
H 3.8170 3.6117 -1.5653 0.0 0.0 0.0
H 1.3926 3.4029 -1.0714 0.0 0.0 0.0
C -0.7513 -0.6241 -5.6343 0.0 0.0 0.0
Si -0.8903 0.0604 -3.8953 0.0 0.0 0.0
C 0.1651 1.6021 -3.8078 0.1 0.0 0.0
C -2.6710 0.4946 -3.5030 0.0 -0.1 0.0
Ge -0.2850 -1.7954 -2.4908 0.0 0.1 0.1
Si 1.5085 -3.2087 -3.2214 0.1 0.0 0.0
C 1.8914 -4.5067 -1.9372 0.0 0.0 0.0
C 3.0576 -2.2278 -3.6170 0.0 0.0 -0.1
C 0.8581 -3.9998 -4.7908 0.0 0.0 0.0
Si -2.2731 -3.1715 -2.3660 0.0 0.0 0.0
C -3.5373 -2.4440 -1.1834 0.0 0.0 0.0
C -1.9132 -4.9598 -1.9542 0.0 0.0 0.0
C -3.0040 -3.2081 -4.0988 0.0 0.0 0.0
H -1.1140 0.1271 -6.3416 0.0 0.0 0.0
H -1.3304 -1.5352 -5.7875 0.0 0.0 0.0
H 0.2909 -0.8366 -5.8848 0.0 0.0 0.0
H -0.1155 2.2620 -4.6343 0.0 0.0 0.0
H 1.2289 1.3690 -3.9043 0.0 0.0 0.0
H 0.0094 2.1509 -2.8802 0.0 0.0 0.0
H -3.0377 1.2790 -4.1700 0.0 0.0 0.0
H -2.7785 0.8538 -2.4774 0.0 0.0 0.0
H -3.3190 -0.3760 -3.6137 0.0 0.1 0.0
H 2.1227 -4.0601 -0.9694 0.0 0.0 0.0
H 2.7576 -5.0904 -2.2619 0.0 0.0 0.0
H 1.0527 -5.1911 -1.7999 0.0 0.0 0.0
H 3.6392 -2.0367 -2.7155 0.0 0.0 0.0
H 2.8353 -1.2720 -4.0965 0.0 0.0 0.0
H 3.6942 -2.8032 -4.2950 0.0 0.0 0.0
H -0.1389 -4.4255 -4.6584 0.0 0.0 0.0
H 1.5251 -4.8157 -5.0825 0.0 0.0 0.0
H 0.8147 -3.2910 -5.6198 0.0 0.0 0.0
H -3.2044 -2.4948 -0.1451 0.0 0.0 0.0
H -4.4612 -3.0250 -1.2615 0.0 0.0 0.0
H -3.7796 -1.4074 -1.4277 0.0 0.0 0.0
H -1.3825 -5.0808 -1.0128 0.0 0.0 0.0
H -1.3323 -5.4333 -2.7496 0.0 0.0 0.0
H -2.8649 -5.4958 -1.8874 0.0 0.0 0.0
H -3.3663 -2.2476 -4.4642 0.0 0.0 0.0
H -3.8525 -3.8989 -4.0873 0.0 0.0 0.0
H -2.2870 -3.5953 -4.8267 0.0 0.0 0.0
C -3.3146 4.9382 -4.3064 0.0 0.0 0.0
C -4.2312 4.1206 -3.6626 0.0 0.0 0.0
C -3.8857 3.4810 -2.4788 0.0 0.0 0.0
C -2.6204 3.6633 -1.9348 0.0 0.0 0.0
C -1.7034 4.4872 -2.5824 0.0 0.0 0.0
C -2.0487 5.1228 -3.7646 0.0 0.0 0.0
As -2.0614 2.7276 -0.3337 0.1 -0.1 0.0
C -1.3489 4.2102 0.6943 0.0 0.0 0.0
C -1.9376 5.4728 0.6870 0.0 0.0 0.0
C -1.3885 6.5017 1.4365 0.0 0.0 0.0
C -0.2418 6.2819 2.1899 0.0 0.0 0.0
C 0.3624 5.0339 2.1856 0.0 0.0 0.0
C -0.1896 4.0024 1.4364 0.0 0.0 0.0
C -3.7404 2.2579 0.5011 0.0 0.0 0.0
C -4.6880 3.1913 0.9122 0.0 0.0 0.0
C -5.8762 2.7646 1.4849 0.0 0.0 0.0
C -6.1287 1.4066 1.6420 0.0 0.0 0.0
C -5.1914 0.4723 1.2284 0.0 0.0 0.0
C -3.9972 0.9002 0.6631 0.0 0.0 0.0
H -3.5868 5.4366 -5.2276 0.0 0.0 0.0
H -5.2200 3.9794 -4.0795 0.0 0.0 0.0
H -4.6065 2.8422 -1.9826 0.0 0.0 0.0
H -0.7184 4.6484 -2.1575 0.0 0.0 0.0
H -1.3331 5.7659 -4.2604 0.0 0.0 0.0
H -2.8119 5.6638 0.0767 0.0 0.0 0.0
H -1.8517 7.4797 1.4278 0.0 0.0 0.0
H 0.1852 7.0884 2.7714 0.0 0.0 0.0
H 1.2646 4.8635 2.7589 0.0 0.0 0.0
H 0.2968 3.0319 1.4188 0.0 0.0 0.0
H -4.5056 4.2513 0.7879 0.0 0.0 0.0
H -6.6103 3.4920 1.8057 0.0 0.0 0.0
H -7.0604 1.0799 2.0855 0.0 0.0 0.0
H -5.3867 -0.5867 1.3411 0.0 0.0 0.0
H -3.2601 0.1724 0.3411 0.0 0.0 0.0
```
Positions in Å, forces in eV/Å.

Properties
- energy above the lowest of the compared OMol25 structures with the same formula, charge and spin (kJ/mol) = 15.6
- electronic energy (Eh) = -8652.51366
- strongest force on any atom (hartree/bohr) = 0.00720
- gap between HOMO and LUMO (hartree) = 0.2910
- HOMO level (eV) = -10.68
- net charge = +1



[2]
Molecular formula: C39H50Br2CrN4O2SSi4Te2
Method: DFT, ωB97M-V/def2-TZVPD

Geometry as XYZ:
```
105
Properties=species:S:1:pos:R:3:forces:R:3
Cr -1.9389 -0.0308 0.5036 -3.4 -0.5 0.1
N -2.2710 4.3214 0.1688 0.0 0.4 0.1
C -2.2747 2.9923 0.5162 -0.2 -1.2 -0.5
S -2.5830 1.8376 -0.7548 -0.3 0.6 0.0
N -1.9954 2.5999 1.7145 0.3 0.7 0.5
N -1.8964 1.2350 1.8369 -0.5 0.8 0.4
C -1.2198 0.7886 2.9915 0.1 0.4 0.0
C -1.7561 -0.3703 3.7168 -0.2 -0.4 0.2
C -2.0471 -0.3367 5.0734 0.1 0.1 0.1
C -2.5484 -1.4555 5.7134 0.0 0.2 0.4
C -2.7401 -2.6301 5.0025 0.0 -0.2 -0.2
C -2.4290 -2.7005 3.6600 -0.1 -0.1 0.1
C -1.9456 -1.5704 2.9975 0.2 0.2 -0.2
O -1.5982 -1.6216 1.7309 -0.3 0.4 -0.2
H -2.7985 4.5409 -0.6625 0.0 0.0 0.2
H -2.3594 4.9704 0.9334 0.0 0.0 0.0
H -0.9710 1.6081 3.6726 0.2 -0.1 -0.2
H -1.8960 0.5821 5.6301 0.0 0.0 0.0
H -2.7983 -1.4061 6.7639 0.0 0.0 0.1
H -3.1354 -3.5067 5.4964 0.0 -0.1 0.1
H -2.5683 -3.6089 3.0901 0.0 0.0 0.0
C -4.7976 1.0476 3.0018 0.1 0.1 0.0
C -5.3055 0.2359 1.8519 1.1 -0.2 -0.3
C -6.6786 0.0459 1.7055 -0.8 -0.4 -0.5
C -7.1740 -0.7493 0.6995 0.2 0.3 0.5
C -6.2715 -1.3734 -0.1780 0.3 0.1 0.1
C -6.6142 -2.2545 -1.2138 -0.2 -0.6 -0.6
Br -8.4518 -2.7133 -1.4954 0.1 0.0 0.0
C -5.6678 -2.8434 -2.0232 -0.9 0.2 0.3
C -4.3354 -2.5333 -1.8494 0.8 0.3 0.5
Br -3.0234 -3.3705 -2.9345 -0.1 0.1 0.1
C -3.9006 -1.6439 -0.8552 0.4 -0.2 -0.5
O -2.6693 -1.3163 -0.7110 -0.6 -0.9 -0.8
C -4.8943 -1.0881 0.0125 -0.5 -0.1 0.0
N -4.4304 -0.3039 1.0061 -0.6 0.2 0.6
H -5.6268 1.4326 3.5929 -0.1 0.0 0.0
H -4.1942 1.8879 2.6554 0.0 -0.1 0.0
H -4.1659 0.4315 3.6440 -0.1 0.1 0.0
H -7.3466 0.5282 2.4044 -0.1 0.0 0.0
H -8.2370 -0.9105 0.5914 0.0 0.0 0.0
H -5.9605 -3.5464 -2.7861 -0.1 0.0 -0.1
Te 0.5160 -0.0530 1.8586 3.4 0.8 2.9
C 1.7436 0.0102 3.7630 0.0 -0.3 -0.3
C 1.5368 0.6364 4.9861 -0.3 0.2 -0.2
C 2.4044 0.4398 6.0466 0.0 0.1 0.1
C 3.5030 -0.3883 5.9049 0.2 -0.1 0.1
C 3.7273 -1.0255 4.6956 0.2 -0.1 0.2
C 2.8500 -0.8253 3.6465 -0.1 0.0 -0.4
C 1.3961 1.8976 1.5052 0.2 0.0 0.1
C 1.1416 2.9635 2.3586 -0.3 -0.1 0.1
C 1.8411 4.1519 2.2468 0.1 0.0 0.1
C 2.8428 4.2838 1.3010 0.0 0.0 0.0
C 3.1008 3.2318 0.4385 0.1 0.1 0.1
C 2.3834 2.0532 0.5351 -0.4 -0.4 0.1
H 0.6884 1.2939 5.1306 -0.1 0.0 0.0
H 2.2166 0.9308 6.9924 0.0 0.0 0.0
H 4.1766 -0.5423 6.7386 0.0 0.0 0.0
H 4.5761 -1.6873 4.5811 0.0 0.0 0.0
H 3.0204 -1.3208 2.6911 0.1 -0.1 0.1
H 0.3776 2.8943 3.1189 0.0 0.0 0.0
H 1.6141 4.9663 2.9211 0.0 0.0 0.0
H 3.4197 5.1975 1.2443 0.0 0.0 -0.1
H 3.8725 3.3212 -0.3101 0.1 0.0 -0.1
H 2.5913 1.2417 -0.1530 -0.1 0.1 0.0
C 1.3809 -3.7471 -3.4588 -0.1 0.8 -0.1
Si 1.2901 -2.0238 -4.3065 -0.2 -0.9 -0.6
C 2.4630 -2.0798 -5.8416 -0.3 0.3 0.9
C -0.4764 -1.8358 -5.0243 0.6 0.3 0.6
Si 1.8603 -0.3391 -2.6707 0.3 0.3 -0.1
Te -0.0266 -0.2081 -1.0349 2.3 -0.6 -3.3
Si 1.9087 1.7448 -3.8844 -0.1 1.0 -0.3
C 3.4197 1.8607 -5.0753 -0.6 -0.3 0.5
C 1.9376 3.3638 -2.8380 0.0 -0.9 -0.1
C 0.2491 1.8397 -4.8461 0.6 -0.3 0.5
Si 3.9107 -1.0855 -1.6607 0.8 -0.5 0.6
C 3.5521 -2.5756 -0.4996 -0.2 0.6 -0.5
C 5.1277 -1.6054 -3.0483 -0.6 0.1 0.4
C 4.9627 0.1153 -0.5738 -0.7 -0.2 -0.4
H 0.8579 -4.5138 -4.0229 -0.1 0.0 -0.2
H 0.8989 -3.6676 -2.4897 -0.1 0.0 0.3
H 2.4011 -4.0815 -3.3039 0.3 0.0 0.0
H 2.2036 -2.8932 -6.5121 -0.2 -0.2 0.0
H 3.4949 -2.2060 -5.5457 0.4 -0.1 0.1
H 2.3949 -1.1553 -6.3999 0.0 0.3 -0.2
H -0.9311 -2.7945 -5.2521 0.1 -0.2 0.0
H -0.5094 -1.2279 -5.9204 0.1 0.2 -0.2
H -1.0919 -1.3545 -4.2715 -0.3 0.1 0.1
H 4.3381 1.9214 -4.5039 0.3 0.0 0.2
H 3.3775 2.7272 -5.7258 -0.2 0.2 -0.1
H 3.4848 0.9760 -5.6930 0.0 -0.3 -0.3
H 2.9317 3.6132 -2.4844 0.2 0.0 0.1
H 1.2985 3.2323 -1.9704 -0.1 0.0 0.2
H 1.5610 4.2200 -3.3919 -0.1 0.0 -0.3
H 0.2408 1.2188 -5.7319 0.0 -0.2 -0.3
H -0.0238 2.8485 -5.1366 0.1 0.3 0.0
H -0.5239 1.4676 -4.1773 -0.2 0.0 0.1
H 3.2574 -3.4521 -1.0622 -0.1 -0.2 -0.2
H 2.7191 -2.3156 0.1523 -0.2 0.0 0.1
H 4.3924 -2.8487 0.1302 0.3 0.1 0.0
H 4.7637 -2.4633 -3.5963 -0.1 -0.3 -0.2
H 6.1156 -1.8418 -2.6694 0.2 0.0 0.2
H 5.2259 -0.7917 -3.7539 0.1 0.3 -0.3
H 4.5625 0.2022 0.4312 -0.1 0.0 0.2
H 4.9867 1.1070 -1.0065 0.0 0.4 -0.1
H 5.9912 -0.2200 -0.4836 0.2 -0.3 -0.1
```
Positions in Å, forces in eV/Å.

Properties
- energy above the lowest of the compared OMol25 structures with the same formula, charge and spin (kJ/mol) = 515.6
- electronic energy (Eh) = -10170.45824
- strongest force on any atom (hartree/bohr) = 0.08763
- multiplicity = 4
- gap between HOMO and LUMO (alpha / beta) (hartree) = 0.2191 / 0.2200
- HOMO level (alpha / beta) (eV) = -4.21 / -4.21
- net charge = -1



[3]
Molecular formula: C39H50ClF6N8O11S5SiZr
Method: DFT, ωB97M-V/def2-TZVPD

Geometry as XYZ:
```
122
Properties=species:S:1:pos:R:3:forces:R:3
Zr 0.0751 -1.0441 0.2001 -0.3 2.6 -1.4
C 1.4837 5.2117 2.3659 -0.1 -0.1 0.1
C 0.7323 4.4388 3.4481 0.0 0.2 -0.2
N 1.0940 3.0276 3.4567 -0.1 -0.1 -0.1
C 2.0221 2.5623 4.4747 0.0 -0.2 0.2
C 1.2999 2.0496 5.7181 0.0 0.1 -0.1
C 0.5052 2.1730 2.5990 0.0 -0.4 -0.2
S 0.8338 0.5107 2.6376 -0.3 0.6 0.4
N -0.3970 2.7355 1.7769 -0.2 0.2 0.1
C -0.9107 2.1514 0.7153 0.3 0.2 0.1
O -0.5167 1.1137 0.1062 -0.2 0.2 -0.4
C -2.0250 2.9850 0.1491 0.0 0.1 -0.1
C -2.1287 3.2169 -1.2144 0.1 0.0 0.1
C -3.0964 4.0811 -1.7047 0.0 0.1 -0.1
C -3.9629 4.7240 -0.8351 0.0 0.0 0.0
C -3.8659 4.4920 0.5315 0.0 0.0 0.0
C -2.8998 3.6307 1.0215 0.0 -0.1 0.0
H 1.2460 6.2753 2.4175 0.0 0.0 0.0
H 1.1855 4.8342 1.3885 0.0 0.0 0.0
H 2.5622 5.0872 2.4786 0.0 0.0 0.0
H -0.3374 4.5178 3.2606 0.0 0.0 0.1
H 0.9563 4.8522 4.4329 0.0 -0.1 0.0
H 2.6903 3.3881 4.7274 0.0 0.0 -0.1
H 2.6141 1.7568 4.0484 0.1 0.0 0.0
H 0.6791 2.8316 6.1593 0.0 0.0 0.0
H 2.0246 1.7097 6.4584 0.0 0.0 0.0
H 0.6620 1.2114 5.4418 0.0 0.0 0.0
H -1.4415 2.7264 -1.8885 0.0 0.0 0.1
H -3.1653 4.2632 -2.7703 0.0 0.0 0.0
H -4.7065 5.4137 -1.2142 0.0 0.0 0.0
H -4.5382 4.9912 1.2176 0.0 0.0 0.0
H -2.8026 3.4583 2.0842 0.0 0.0 0.0
O -2.3888 0.3220 3.6332 -0.1 0.0 0.1
C -3.5601 -0.2579 3.3058 -0.1 -0.1 -0.2
C -4.6499 0.0109 4.1378 0.1 0.1 0.1
C -5.8890 -0.5367 3.8834 0.1 0.0 0.0
C -6.0765 -1.3680 2.7833 -0.1 -0.1 -0.1
C -5.0119 -1.6396 1.9504 0.1 0.1 0.1
C -3.7460 -1.0986 2.1921 0.3 0.3 0.3
C -2.6372 -1.4158 1.2722 -0.7 -0.6 -0.7
O -1.4608 -0.8577 1.4593 -0.8 -0.4 0.4
N -2.8874 -2.2078 0.2892 -0.3 -0.1 0.2
N -1.7982 -2.4427 -0.5478 -0.4 0.3 0.9
C -2.0109 -3.4792 -1.2839 -0.3 0.3 -0.1
S -3.5555 -4.3099 -1.1479 0.1 -0.1 -0.2
C -3.0812 -5.6639 -2.2736 0.0 0.2 0.3
C -2.1594 -5.0849 -3.3192 0.2 0.3 0.1
S -0.8879 -4.0924 -2.4549 -0.2 -0.2 -0.3
H -1.6838 0.0124 3.0325 0.1 0.1 0.0
H -4.4818 0.6528 4.9929 0.0 0.0 0.0
H -6.7150 -0.3198 4.5493 0.0 0.0 0.0
H -7.0467 -1.8046 2.5867 0.0 0.0 0.0
H -5.1198 -2.2806 1.0872 0.0 0.0 0.0
H -3.9953 -6.0633 -2.7119 0.0 0.0 0.0
H -2.5843 -6.4247 -1.6726 0.0 -0.1 -0.1
H -2.6977 -4.4148 -3.9904 0.0 -0.1 -0.1
H -1.6418 -5.8480 -3.8989 0.0 0.0 0.0
O -0.7161 -5.1005 0.3548 0.3 -0.1 -0.4
Cl -0.1130 -4.1691 1.2450 -1.8 -2.2 0.9
O 0.8747 -4.8160 2.0165 0.6 0.2 0.0
O 0.5181 -3.0831 0.4193 0.6 -0.8 -0.3
O -1.1135 -3.5742 2.0503 -0.1 0.3 0.3
C 1.6083 1.7080 -2.1678 0.1 0.1 0.0
C 2.4646 2.9311 -2.5840 0.0 -0.1 0.1
N 3.7704 2.8782 -1.9267 0.1 0.2 -0.1
C 3.5643 3.0103 -0.4859 0.0 -0.1 -0.1
C 2.5557 1.9406 0.0064 0.2 0.1 0.0
N 2.2577 0.9799 -1.0674 0.0 0.0 0.0
C 3.5382 0.4409 -1.5554 0.0 0.1 0.0
C 4.3812 1.5756 -2.1946 0.0 0.0 0.1
H 1.4907 1.0205 -3.0040 -0.1 0.0 0.0
H 0.6211 2.0059 -1.8191 0.0 0.0 -0.1
H 1.9831 3.8700 -2.2973 0.0 0.0 0.0
H 2.6286 2.9515 -3.6645 -0.1 0.0 0.0
H 3.1948 4.0202 -0.2881 0.0 0.0 0.1
H 4.5353 2.9046 0.0043 0.0 0.0 0.0
H 1.6235 2.4141 0.3019 -0.1 0.0 0.0
H 2.9512 1.3900 0.8585 -0.1 0.0 0.0
H 3.3369 -0.3457 -2.2802 0.0 0.0 0.0
H 4.0526 0.0008 -0.7011 0.0 -0.1 0.0
H 4.4459 1.4541 -3.2785 0.0 0.0 0.0
H 5.3979 1.5889 -1.7947 0.0 0.0 0.0
C -2.6089 -1.4905 -3.7656 0.4 0.0 0.2
Si -1.7644 -0.1886 -2.6415 -1.2 0.3 -0.8
C -3.1312 0.2748 -1.4130 0.3 -0.2 -0.1
C -1.6201 1.2955 -3.8652 0.4 -0.2 0.2
N -0.2644 -0.7336 -1.9435 0.2 0.1 0.4
C 0.6410 -1.3588 -2.7828 0.4 -0.3 -0.3
C 1.6494 -2.1809 -2.2474 -0.3 0.2 -0.2
C 2.4544 -2.9635 -3.0538 0.1 0.0 0.1
C 2.3535 -2.9021 -4.4361 0.0 0.0 0.0
C 1.4495 -2.0081 -4.9906 0.0 -0.1 -0.1
C 0.6120 -1.2560 -4.1886 -0.1 0.2 0.2
H -3.2181 -1.0086 -4.5332 0.0 0.2 0.1
H -3.2647 -2.1436 -3.1882 0.0 0.0 0.0
H -1.8668 -2.1103 -4.2699 -0.1 0.0 -0.1
H -3.6686 1.1598 -1.7524 0.1 0.0 -0.1
H -2.7390 0.4829 -0.4232 -0.2 0.1 0.1
H -3.8521 -0.5369 -1.3261 0.0 -0.1 0.0
H -2.5190 1.9133 -3.8122 0.0 0.0 0.1
H -1.5404 0.9467 -4.8968 0.0 -0.1 0.0
H -0.7562 1.9369 -3.6812 0.0 0.0 0.0
H 1.7715 -2.2249 -1.1710 0.3 -0.3 -0.2
H 3.1591 -3.6355 -2.5890 0.1 0.0 0.1
H 2.9792 -3.5261 -5.0603 0.0 0.0 0.0
H 1.3872 -1.8975 -6.0674 0.0 0.0 0.0
H -0.0891 -0.5793 -4.6567 0.0 0.0 0.0
F 2.8190 -0.8371 4.4548 -0.2 -0.1 -0.2
C 3.4053 -1.0927 3.2875 0.5 0.3 0.1
F 4.4968 -1.8101 3.5633 -0.1 0.1 0.0
F 3.8372 0.0609 2.7561 -0.1 -0.1 -0.1
S 2.2663 -2.0490 2.0795 2.2 -0.1 1.9
O 2.2363 -1.2460 0.8375 0.1 -0.3 -0.3
O 0.9983 -2.1198 2.7496 0.5 -0.2 0.0
N 3.1656 -3.3078 2.0930 -0.7 -0.1 -0.7
S 3.7666 -4.2065 0.9403 1.0 0.3 -0.2
O 2.9901 -4.3739 -0.2415 -0.5 0.3 -0.2
O 4.3981 -5.3537 1.5010 -0.1 0.0 0.4
C 5.2396 -3.1333 0.3671 0.1 0.2 0.1
F 5.2448 -1.9361 0.9765 -0.1 0.0 -0.1
F 5.2182 -2.9016 -0.9484 -0.2 -0.2 0.0
F 6.4071 -3.7191 0.6490 -0.2 -0.1 0.0
```
Positions in Å, forces in eV/Å.

Properties
- energy above the lowest of the compared OMol25 structures with the same formula, charge and spin (kJ/mol) = 179.2
- electronic energy (Eh) = -6168.71699
- strongest force on any atom (hartree/bohr) = 0.05791
- gap between HOMO and LUMO (hartree) = 0.2689
- HOMO level (eV) = -5.27
- net charge = -1



Question: What is the formula in the third record?
Answer: C39H50ClF6N8O11S5SiZr